(1)
The following is a quantum chemistry calculation of C48H33InNO6 as an isolated structure, from the Open Molecules 2025 dataset.

```
89
Properties=species:S:1:pos:R:3:mulliken_charge:R:1
C 2.378 -4.699 5.879 -1.227
In 2.762 -6.540 4.700 0.657
C 3.836 -7.974 6.022 -0.355
C 5.167 -7.788 6.398 -0.226
C 5.798 -8.687 7.251 -0.417
C 5.074 -9.772 7.718 -0.205
N 3.808 -10.002 7.380 -0.634
C 3.233 -9.119 6.557 0.062
H 3.255 -4.045 5.921 0.293
H 2.092 -4.946 6.907 0.287
H 1.563 -4.113 5.441 0.240
H 3.682 -6.205 3.230 -0.363
H 1.159 -7.271 4.359 -0.409
H 5.726 -6.934 6.023 0.344
H 6.831 -8.553 7.556 0.325
H 5.537 -10.488 8.395 0.315
H 2.198 -9.337 6.296 0.364
C -1.736 -3.569 3.879 -0.603
C -0.677 -4.406 3.549 -0.405
C 0.189 -4.057 2.526 -0.764
C -0.004 -2.878 1.818 0.374
C -1.082 -2.044 2.140 0.177
C -1.941 -2.393 3.176 -0.490
C -1.344 -0.793 1.384 0.335
O -2.284 -0.069 1.658 -0.618
C -0.421 -0.446 0.265 0.295
C -0.656 0.706 -0.479 -0.094
C 0.195 1.045 -1.516 -0.955
C 1.292 0.240 -1.808 -0.349
C 1.530 -0.907 -1.071 -0.962
C 0.673 -1.258 -0.035 0.349
C 0.945 -2.514 0.730 0.519
O 1.901 -3.205 0.457 -0.664
H -2.404 -3.836 4.688 0.410
H -0.508 -5.328 4.092 0.381
H 1.020 -4.707 2.281 0.464
H -2.762 -1.734 3.421 0.498
H -1.505 1.330 -0.237 0.462
H 0.009 1.937 -2.100 0.531
H 1.960 0.513 -2.616 0.516
H 2.377 -1.544 -1.285 0.497
C 1.456 5.572 -7.979 -0.495
C 1.660 5.319 -9.331 -0.461
C 1.797 4.017 -9.782 -0.556
C 1.738 2.961 -8.881 0.149
C 1.547 3.216 -7.522 0.098
C 1.400 4.524 -7.076 -0.503
C 1.508 2.105 -6.527 0.498
O 1.328 2.327 -5.349 -0.674
C 1.700 0.716 -7.033 0.094
C 1.716 -0.334 -6.123 -0.550
C 1.882 -1.634 -6.569 -0.647
C 2.028 -1.891 -7.928 -0.399
C 2.016 -0.849 -8.839 -0.711
C 1.858 0.459 -8.396 0.480
C 1.873 1.566 -9.393 0.575
O 1.992 1.345 -10.579 -0.669
H 1.344 6.590 -7.629 0.396
H 1.710 6.140 -10.034 0.393
H 1.950 3.804 -10.831 0.470
H 1.246 4.704 -6.021 0.486
H 1.596 -0.121 -5.070 0.732
H 1.898 -2.449 -5.858 0.435
H 2.153 -2.908 -8.275 0.391
H 2.132 -1.033 -9.898 0.477
C -3.332 8.732 2.697 -0.467
C -2.403 8.299 1.757 -0.480
C -2.383 6.974 1.360 -0.543
C -3.288 6.072 1.906 0.113
C -4.211 6.503 2.858 0.164
C -4.234 7.837 3.246 -0.546
C -5.177 5.552 3.484 0.604
O -5.987 5.936 4.302 -0.678
C -5.104 4.123 3.073 0.482
C -5.955 3.204 3.672 -0.710
C -5.906 1.871 3.297 -0.478
C -5.012 1.449 2.321 -0.606
C -4.160 2.361 1.721 -0.349
C -4.199 3.696 2.096 0.151
C -3.255 4.650 1.450 0.559
O -2.485 4.293 0.583 -0.680
H -3.349 9.770 3.003 0.395
H -1.693 8.999 1.335 0.395
H -1.669 6.621 0.627 0.479
H -4.960 8.157 3.981 0.468
H -6.647 3.545 4.430 0.469
H -6.566 1.156 3.770 0.384
H -4.966 0.408 2.032 0.441
H -3.453 2.037 0.973 0.468
```

As for the maximum force: 0.303 eV/Å. Its total energy is -69261.6328 eV. Its HOMO energy is -4.98 eV. The net charge is -1. The value obtained for the frontier orbital gap is 4.90 eV.


(2)
The following is a quantum chemistry calculation of C48H36Cl5I2N8O3PPbS2 as an isolated structure, from the Open Molecules 2025 dataset.

```
106
Properties=species:S:1:pos:R:3:mulliken_charge:R:1
Pb -0.127 -0.207 -0.265 2.232
I -2.733 -1.030 7.456 0.061
C -1.992 -1.122 5.483 -0.420
C -2.203 -2.278 4.727 -0.268
C -1.665 -2.332 3.472 -0.319
I -1.892 -4.000 2.220 -0.012
C -0.859 -1.281 2.912 0.367
O -0.180 -1.490 1.889 -0.162
C -0.844 -0.045 3.662 -0.002
C -0.271 1.159 3.005 0.484
N -0.961 1.476 1.785 0.155
C -2.396 1.640 1.858 -1.523
C -3.163 0.866 0.816 0.290
C -4.346 1.358 0.279 -0.946
C -5.094 0.530 -0.543 -0.302
C -4.662 -0.767 -0.763 -1.152
C -3.445 -1.150 -0.227 -0.468
N -2.706 -0.345 0.518 0.409
C -1.352 -0.016 4.946 -0.111
H -2.762 -3.109 5.133 0.471
H 0.774 0.924 2.707 -1.792
H -0.218 2.001 3.709 0.589
H -0.561 2.260 1.274 0.317
H -2.661 2.699 1.774 0.549
H -2.746 1.265 2.829 0.609
H -4.666 2.368 0.485 0.642
H -6.005 0.896 -0.992 0.450
H -5.238 -1.454 -1.358 0.478
H -3.047 -2.142 -0.387 0.617
H -1.270 0.891 5.530 0.467
Cl -2.602 -0.852 -3.106 -0.102
C -1.559 -2.170 -2.760 0.610
C -0.591 -2.068 -1.776 -1.492
C 0.242 -3.157 -1.561 0.649
Cl 1.451 -3.036 -0.352 -0.034
C 0.106 -4.342 -2.284 -0.018
Cl 1.140 -5.674 -1.980 -0.198
C -0.893 -4.434 -3.250 0.565
Cl -1.106 -5.896 -4.120 -0.200
C -1.722 -3.344 -3.498 0.014
Cl -2.931 -3.456 -4.707 -0.210
S 2.342 -0.408 4.651 -0.498
P 3.423 0.020 3.052 0.877
S 2.398 0.368 1.323 -0.267
C 4.701 -1.238 2.703 0.583
C 4.697 -1.999 1.545 0.008
C 5.714 -2.914 1.336 -0.657
C 6.719 -3.070 2.275 -0.437
C 6.706 -2.320 3.442 -0.663
C 5.696 -1.402 3.659 -0.588
C 4.419 1.541 3.236 0.242
C 4.440 2.283 4.404 -0.333
C 5.122 3.489 4.430 -0.584
C 5.764 3.949 3.293 -0.394
C 5.758 3.192 2.131 -0.756
C 5.090 1.985 2.101 -0.399
H 3.911 -1.875 0.814 -0.017
H 5.716 -3.509 0.434 0.440
H 7.515 -3.781 2.102 0.370
H 7.482 -2.452 4.182 0.386
H 5.663 -0.811 4.564 0.403
H 3.920 1.916 5.280 0.379
H 5.142 4.077 5.336 0.397
H 6.266 4.906 3.304 0.384
H 6.264 3.549 1.247 0.400
H 5.061 1.390 1.198 0.346
O -0.142 0.777 -3.648 -1.092
C -0.718 1.624 -2.981 -1.408
N -1.411 2.662 -3.524 0.068
C -1.754 3.643 -2.521 1.668
C -1.240 2.902 -1.255 -0.455
O -1.282 3.380 -0.138 -0.916
N -0.750 1.713 -1.617 0.840
C -0.962 4.903 -2.786 0.509
C -1.562 6.018 -3.354 -0.386
C -0.798 7.121 -3.694 -0.870
C 0.571 7.111 -3.484 -0.498
C 1.174 6.000 -2.916 -0.906
C 0.412 4.897 -2.572 -0.442
C -3.237 3.850 -2.345 0.101
C -4.153 3.210 -3.168 -0.060
C -5.511 3.368 -2.952 -0.985
C -5.963 4.149 -1.902 -0.353
C -5.051 4.798 -1.085 -1.043
C -3.693 4.655 -1.305 0.103
H -1.365 2.877 -4.506 0.392
H -2.626 6.012 -3.540 0.471
H -1.274 7.984 -4.137 0.422
H 1.169 7.968 -3.758 0.403
H 2.241 5.984 -2.748 0.438
H 0.886 4.024 -2.142 0.480
H -3.807 2.592 -3.983 0.411
H -6.217 2.872 -3.601 0.439
H -7.022 4.258 -1.718 0.416
H -5.394 5.415 -0.266 0.412
H -2.975 5.153 -0.672 0.529
N 2.155 1.081 -5.045 -0.279
C 3.301 0.647 -4.512 0.494
N 4.415 0.612 -5.271 -0.371
N 3.441 0.304 -3.258 -0.713
C 2.535 0.215 -2.372 0.355
N 1.830 0.056 -1.467 -0.045
H 2.068 1.193 -6.040 0.230
H 1.288 0.989 -4.497 0.279
H 4.363 0.712 -6.267 0.196
H 5.248 0.225 -4.862 0.253
```

As for the maximum force: 1.937 eV/Å. Its total energy is -183445.8547 eV. Its HOMO energy (spin up / spin down) is -7.20 / -7.18 eV. The net charge is 0. Its energy above the lowest of the compared OMol25 structures with the same formula, charge and spin is 4.8 kcal/mol. The value obtained for the frontier orbital gap (spin up / spin down) is 4.36 / 4.36 eV.


Which of these has the highest maximum force? C48H36Cl5I2N8O3PPbS2